Record 1
53
Properties=species:S:1:pos:R:3:forces:R:3:nbo_charge:R:1 method="wB97M-V/def2-TZVPD" charge=+1 homo_energy_ha=-0.4788 total_energy_ev=-102273.201 max_force_ev_per_a=7.92
O 0.733 -1.574 -1.605 -0.902 0.177 -2.892 -0.874
S 0.707 -0.621 -2.725 1.298 0.247 7.140 2.123
O 1.194 0.651 -2.206 -6.854 -1.927 -3.461 -0.783
N -0.945 -0.592 -3.270 -0.927 -0.595 -0.401 -0.600
C -1.903 -1.505 -2.796 -0.618 1.226 -1.605 0.271
N -3.079 -1.214 -3.459 3.056 1.056 0.260 -0.446
C -2.879 -0.094 -4.317 2.636 1.274 -0.317 -0.105
C -1.482 0.335 -4.212 -3.367 -1.649 0.565 0.471
O -0.795 1.353 -4.818 -0.677 -1.706 1.453 -0.617
C 1.762 -1.379 -4.071 0.526 -1.480 -1.551 0.425
F 2.447 -2.440 -3.510 -1.624 2.231 -1.114 -0.253
F 0.893 -1.829 -5.062 1.183 0.550 1.823 -0.293
C 2.800 -0.392 -4.775 2.229 0.124 -2.175 0.933
F 2.362 0.904 -4.888 0.608 -2.246 0.678 -0.294
F 4.065 -0.492 -4.230 -2.846 0.508 -0.681 -0.275
F 2.944 -0.860 -6.085 -0.474 0.716 2.295 -0.300
H -1.697 -2.306 -2.032 -0.290 1.130 -1.082 0.306
H -3.952 -1.735 -3.316 0.486 0.467 -0.088 0.479
H -3.614 0.412 -5.006 0.645 -1.073 1.207 0.288
H -0.175 1.756 -4.168 -0.296 -0.096 -0.402 0.525
C 4.801 1.258 0.598 0.437 -0.562 0.124 -0.102
C 5.868 1.819 -0.324 0.185 0.502 0.479 -0.106
O 5.290 1.760 -1.631 -0.767 -0.304 0.078 -0.676
S 3.692 1.979 -1.514 1.269 -0.174 0.409 2.540
O 3.402 3.343 -1.792 -0.442 -0.521 -0.142 -0.879
O 3.032 0.903 -2.187 5.715 1.817 0.586 -0.915
O 3.560 1.747 0.078 -0.016 0.327 -0.728 -0.684
H 4.779 0.166 0.560 0.029 0.045 0.023 0.194
H 4.935 1.580 1.630 -0.235 0.119 -0.115 0.223
H 6.793 1.248 -0.285 -0.131 -0.046 -0.252 0.224
H 6.078 2.867 -0.094 0.025 -0.069 0.048 0.200
C -1.225 0.084 1.642 0.486 -0.203 -0.344 -0.100
C -1.120 1.447 0.985 0.356 0.231 0.582 -0.109
O -2.380 1.641 0.337 -0.460 -0.645 -0.108 -0.692
S -3.534 0.905 1.198 0.633 0.013 0.360 2.530
O -4.165 1.873 2.025 -0.148 -0.455 -0.286 -0.878
O -4.263 0.045 0.324 0.058 0.363 0.060 -0.914
O -2.568 0.002 2.126 -0.435 0.708 -0.340 -0.673
H -1.075 -0.719 0.915 0.068 0.010 0.039 0.179
H -0.517 -0.034 2.460 -0.294 -0.069 0.084 0.242
H -0.305 1.499 0.265 -0.217 0.013 -0.130 0.213
H -0.997 2.237 1.730 0.056 -0.051 -0.030 0.202
C -3.592 -1.978 6.573 -0.186 0.145 0.622 -0.101
C -3.286 -0.517 6.301 -0.551 0.046 -0.429 -0.105
O -1.860 -0.451 6.216 0.331 -0.709 0.059 -0.679
S -1.302 -1.838 5.603 -0.643 0.119 0.470 2.537
O -1.082 -1.653 4.206 0.223 -0.237 0.269 -0.923
O -0.303 -2.345 6.475 -0.010 0.229 -0.484 -0.877
O -2.647 -2.711 5.789 0.477 0.532 -0.427 -0.679
H -3.429 -2.228 7.625 -0.036 0.030 -0.038 0.197
H -4.610 -2.246 6.292 0.184 -0.118 -0.165 0.217
H -3.656 0.139 7.087 0.294 -0.009 0.013 0.220
H -3.698 -0.199 5.339 -0.047 -0.009 0.061 0.195


Record 2
148
Properties=species:S:1:pos:R:3:forces:R:3:mulliken_charge:R:1 method="wB97M-V/def2-TZVPD" charge=0 e_above_lowest_kj_mol=134.4 homo_energy_ha=-0.3249 total_energy_ev=-68846.557 max_force_ev_per_a=2.44
C 1.984 3.540 0.210 -0.029 0.256 0.635 0.311
O 2.204 4.755 -0.481 0.148 -0.580 -0.330 -0.413
C 3.533 5.219 -0.313 -0.761 0.935 0.199 -0.474
C 3.747 6.377 -1.259 0.420 0.710 -1.281 0.595
C 3.629 5.975 -2.747 -0.253 -0.457 0.783 -1.182
N 5.054 6.942 -0.975 0.854 -0.304 0.176 -0.689
H 1.221 2.906 -0.243 -0.018 0.304 -0.430 -0.361
H 1.632 3.764 1.225 0.169 -0.130 0.148 0.389
H 2.907 2.964 0.264 -0.058 -0.052 0.072 -0.245
H 3.664 5.660 0.686 -0.001 -0.413 0.280 0.293
H 4.275 4.430 -0.450 0.035 -0.051 -0.190 0.225
H 2.992 7.163 -1.122 -0.355 -0.384 0.339 0.174
H 4.064 4.995 -2.953 0.183 0.029 0.121 0.169
H 4.090 6.693 -3.423 -0.152 0.176 0.064 0.411
H 2.558 5.882 -2.926 0.060 0.071 -0.409 0.293
H 5.118 7.385 -0.068 -0.140 -0.038 0.006 0.214
H 5.391 7.597 -1.664 -0.206 -0.013 -0.133 0.231
C 0.045 -3.373 -1.676 -0.772 -0.465 -0.775 -0.445
O 0.073 -2.131 -1.028 0.725 -0.239 0.225 1.154
C -1.174 -1.527 -0.820 0.530 1.103 0.819 -0.997
C -0.995 -0.474 0.279 -0.568 1.290 0.824 1.804
C -0.555 -1.012 1.643 0.742 -0.433 -0.142 -0.136
N -2.290 0.208 0.452 -0.831 -0.897 -0.193 0.241
H -0.661 -4.046 -1.176 0.093 -0.088 -0.041 -0.374
H 1.011 -3.873 -1.737 0.234 0.429 0.535 0.239
H -0.263 -3.284 -2.727 -0.226 0.152 0.052 0.294
H -1.486 -0.967 -1.709 -0.318 -0.395 -0.248 0.599
H -1.951 -2.206 -0.454 0.069 -0.222 -0.340 -0.789
H -0.350 0.360 -0.019 0.755 -0.752 -0.345 -0.888
H -1.410 -1.176 2.298 -0.091 -0.178 -0.132 0.500
H 0.136 -0.363 2.187 -0.221 0.358 -0.190 -0.382
H 0.023 -1.933 1.519 -0.273 -0.136 0.022 -0.478
H -2.680 0.437 -0.457 -0.037 0.401 0.154 -0.122
H -2.207 1.030 1.032 0.090 0.095 -0.094 -0.020
C 3.331 -2.259 0.489 0.457 0.171 -0.495 -0.278
O 3.804 -0.967 0.845 -0.052 -0.353 0.293 -0.299
C 3.498 -0.614 2.166 -0.873 0.976 1.005 -0.827
C 3.217 0.899 2.261 0.502 0.132 -0.040 1.391
C 4.537 1.682 2.069 -1.307 -0.343 0.043 -1.896
N 2.705 1.255 3.587 -0.281 -0.423 -0.052 -0.518
H 2.269 -2.376 0.702 -0.089 0.120 -0.091 -0.056
H 3.880 -3.078 0.961 0.124 0.157 0.302 0.296
H 3.529 -2.329 -0.580 -0.290 -0.159 -0.079 0.129
H 2.578 -1.107 2.501 0.061 -0.225 -0.058 0.431
H 4.271 -0.822 2.916 0.240 -0.381 -0.309 0.191
H 2.441 1.110 1.515 0.299 0.179 -0.350 -0.500
H 5.089 1.460 2.982 0.451 0.099 -0.202 0.569
H 4.301 2.747 2.042 0.255 0.070 -0.072 0.471
H 5.062 1.378 1.166 0.190 0.022 0.077 0.246
H 1.685 1.265 3.590 0.214 -0.018 -0.011 0.141
H 2.996 2.188 3.847 0.039 0.029 -0.053 0.239
C -2.957 6.316 4.392 0.508 0.537 0.877 -0.691
O -3.942 5.701 3.606 0.486 -0.375 0.031 -0.366
C -3.509 5.367 2.290 -0.090 0.500 0.326 -0.712
C -2.413 4.285 2.222 -1.474 -0.781 -1.208 0.844
C -2.186 3.983 0.724 -0.110 0.926 0.036 -0.952
N -2.987 3.072 2.837 1.417 0.114 0.178 -0.115
H -3.044 7.408 4.389 -0.028 0.027 -0.336 0.289
H -1.925 6.054 4.143 -0.132 -0.057 -0.366 0.285
H -3.049 6.036 5.446 -0.392 -0.246 -0.126 0.271
H -4.436 4.983 1.862 0.229 -0.295 -0.385 0.197
H -3.259 6.273 1.724 0.293 0.068 0.128 0.445
H -1.442 4.546 2.648 -0.250 0.222 0.324 0.150
H -2.985 3.372 0.303 -0.005 -0.204 0.159 0.109
H -1.217 3.546 0.496 -0.002 -0.116 0.103 -0.124
H -2.262 4.940 0.195 0.323 -0.112 -0.153 0.532
H -3.596 3.345 3.598 -0.150 -0.301 -0.055 0.261
H -3.462 2.516 2.131 -0.378 0.327 0.490 -0.238
C 1.246 0.658 -2.359 0.244 -1.364 0.917 -0.139
O 2.599 0.479 -2.777 -0.717 0.639 0.294 -0.481
C 3.405 1.376 -2.020 1.129 -0.447 -1.135 0.578
C 4.897 1.062 -2.307 -1.241 -0.827 0.677 -0.221
C 5.180 0.943 -3.782 0.514 0.766 -1.336 -1.248
N 5.211 -0.279 -1.736 -0.100 0.922 -0.371 -0.735
H 0.836 1.646 -2.568 0.094 0.034 -0.154 0.309
H 1.242 0.424 -1.289 -0.165 0.578 0.138 -0.533
H 0.637 -0.165 -2.734 0.021 0.316 -0.652 0.433
H 3.188 2.408 -2.321 -0.221 0.072 0.232 0.532
H 3.253 1.198 -0.953 -0.244 0.198 0.030 -0.668
H 5.376 1.886 -1.768 0.786 -0.270 -0.320 0.521
H 4.520 0.263 -4.326 -0.313 -0.098 0.500 0.004
H 6.175 0.563 -4.021 0.148 0.108 0.497 0.390
H 5.088 1.882 -4.339 -0.057 0.115 0.285 0.361
H 4.838 -0.328 -0.788 0.080 -0.146 -0.121 0.377
H 4.596 -0.836 -2.327 0.191 -0.621 0.433 0.396
C 0.158 -8.808 -3.232 -0.220 -0.101 0.753 -1.051
C -1.156 -8.061 -3.277 0.083 0.887 -0.019 -0.246
O -0.961 -6.748 -2.687 -0.424 -0.703 0.165 -0.430
H 0.049 -9.783 -3.706 0.341 0.151 -0.376 0.354
H 0.445 -9.011 -2.196 -0.249 0.018 0.073 0.252
H 0.969 -8.181 -3.598 -0.073 -0.229 -0.574 0.284
H -1.962 -8.585 -2.758 0.164 -0.130 0.140 0.334
H -1.523 -7.886 -4.292 0.242 -0.224 -0.150 0.258
H -1.707 -6.649 -2.088 0.095 0.400 0.047 0.234
C -3.681 -4.303 1.663 0.897 0.733 -0.143 -1.052
C -3.622 -4.259 0.137 0.082 -0.685 0.647 1.542
O -4.225 -5.433 -0.386 -0.197 -0.341 -0.558 -0.566
H -3.139 -5.177 2.022 -0.438 -0.319 -0.068 0.281
H -4.700 -4.247 2.043 0.010 -0.155 0.045 0.356
H -3.091 -3.484 2.092 -0.319 0.228 -0.109 0.183
H -2.578 -4.341 -0.182 -0.181 0.289 0.010 -0.530
H -4.079 -3.368 -0.299 0.124 0.043 0.179 -0.520
H -5.183 -5.361 -0.346 0.050 0.056 0.086 0.319
C -5.202 -1.221 -1.756 -0.984 0.440 0.555 -0.438
C -5.050 0.006 -2.612 0.067 0.076 -1.480 -0.570
O -3.928 0.773 -2.196 0.217 -0.156 0.090 -0.361
H -4.341 -1.882 -1.708 0.332 0.403 -0.130 -0.075
H -6.027 -1.835 -2.124 -0.071 0.121 -0.051 0.425
H -5.482 -0.876 -0.755 0.201 -0.380 0.167 0.122
H -5.908 0.691 -2.669 -0.320 -0.487 0.642 0.371
H -4.966 -0.318 -3.663 0.475 0.050 0.111 0.342
H -3.881 1.559 -2.748 0.091 0.010 0.015 0.199
C 2.835 -3.029 -4.566 0.347 0.779 0.234 -0.448
C 2.445 -1.934 -5.581 -0.312 -1.573 -0.266 -0.324
O 1.678 -0.887 -5.048 0.394 -0.072 0.220 -0.524
H 3.691 -3.559 -4.984 0.040 -0.146 0.228 0.395
H 2.097 -3.757 -4.229 -0.386 0.175 -0.451 0.155
H 3.141 -2.501 -3.655 0.320 -0.173 0.011 -0.145
H 1.868 -2.407 -6.381 -0.221 0.189 0.002 0.371
H 3.377 -1.641 -6.075 0.031 0.609 0.200 0.274
H 2.156 -0.572 -4.260 -0.146 0.202 -0.308 0.419
C -7.293 1.223 1.232 0.177 0.476 0.799 -1.295
C -6.084 1.897 0.597 -0.762 0.321 -0.311 0.028
O -4.904 1.599 1.336 -0.504 -0.663 -0.922 -0.576
H -7.045 0.200 1.523 -0.097 -0.095 -0.223 0.326
H -8.207 1.243 0.641 0.140 -0.018 -0.233 0.381
H -7.495 1.762 2.161 -0.148 -0.186 0.054 0.342
H -6.208 2.982 0.592 0.055 -0.005 0.214 0.442
H -6.038 1.628 -0.465 0.539 -0.233 0.093 -0.111
H -4.722 0.673 1.104 0.563 0.187 0.337 0.140
C 0.070 0.727 5.674 0.976 -0.483 -1.096 -1.200
C -0.979 1.554 5.008 -0.132 1.791 1.657 -0.134
O -0.500 2.040 3.765 -0.704 -0.791 -0.618 -0.181
H 1.008 1.266 5.525 0.105 -0.179 0.257 0.258
H 0.149 -0.195 5.083 0.242 -0.157 0.409 0.198
H -0.015 0.510 6.734 -0.497 0.040 -0.016 0.414
H -1.087 2.472 5.619 -0.437 -0.319 0.164 0.286
H -1.953 1.052 5.021 0.060 0.012 -0.665 0.346
H -1.327 2.323 3.298 0.298 0.003 0.143 0.210
C 1.390 -5.189 1.101 0.190 -0.394 0.152 -0.303
C 0.597 -6.108 1.992 -0.064 -0.345 0.621 -0.439
O 0.356 -5.435 3.231 -0.124 0.475 -0.191 -0.528
H 1.540 -5.637 0.118 -0.076 -0.021 -0.020 0.312
H 2.370 -5.082 1.570 -0.003 0.439 -0.136 0.363
H 0.884 -4.232 0.978 0.102 0.057 0.077 -0.314
H 1.180 -6.999 2.246 -0.011 -0.153 -0.447 0.385
H -0.341 -6.422 1.523 -0.051 0.046 0.016 0.244
H -0.004 -6.044 3.878 -0.029 -0.131 -0.075 0.282


Record 3
60
Properties=species:S:1:pos:R:3:forces:R:3:mulliken_spin:R:1 method="wB97M-V/def2-TZVPD" charge=0 e_above_lowest_kj_mol=17.2 homo_energy_ha="-0.2030 / -0.2697" total_energy_ev=-70206.881 multiplicity=5 max_force_ev_per_a=3.05
C 0.337 2.678 -3.054 -0.072 0.079 0.372 0.045
C -0.937 2.421 -2.535 0.406 -0.379 -0.502 -0.028
C -1.113 1.455 -1.539 0.634 0.816 0.202 0.098
C 0.037 0.973 -0.866 0.193 -0.590 -0.610 0.024
C 1.304 1.062 -1.523 -0.587 0.543 0.062 -0.006
C 1.446 1.979 -2.570 -0.343 -0.403 -0.202 -0.020
C -2.516 1.010 -1.215 -0.558 0.230 0.260 -0.008
C -2.800 -0.505 -1.185 0.436 -0.545 -0.420 0.034
N -1.708 -1.319 -1.857 -2.561 -0.114 -1.573 -0.034
Fe -0.304 -1.774 -0.681 1.638 -0.370 2.543 3.612
C 2.433 0.141 -1.155 0.986 -0.028 0.099 0.054
P 1.845 -1.651 -0.966 1.083 1.953 -0.307 -0.093
H -1.800 2.957 -2.932 0.126 -0.303 -0.070 -0.001
H 2.426 2.129 -3.020 -0.182 -0.107 -0.018 -0.004
H 0.461 3.390 -3.867 -0.034 -0.043 0.244 0.003
H 2.919 0.408 -0.205 -0.250 0.032 -0.223 -0.002
H 3.206 0.166 -1.941 -0.124 0.236 0.226 0.015
H -2.824 1.424 -0.251 0.016 -0.081 -0.041 0.000
H -3.191 1.425 -1.972 0.190 0.222 0.109 0.004
H -2.941 -0.870 -0.157 0.330 0.066 -0.351 0.029
C 2.982 -2.236 0.319 0.202 -0.339 -0.005 0.002
C 2.427 -2.379 -2.525 0.429 -0.274 -0.075 0.004
H -3.709 -0.751 -1.765 0.065 0.324 0.343 -0.006
C -1.619 -0.913 -3.300 -0.506 0.085 0.271 0.041
C -2.079 -2.787 -1.743 -0.843 -0.256 -0.331 0.051
H 0.644 -3.135 -1.200 -0.779 -0.826 0.591 0.250
H -2.070 -1.708 -3.901 0.077 0.231 -0.120 0.008
H -2.206 0.005 -3.446 0.338 -0.336 -0.085 0.002
H -0.601 -0.735 -3.646 0.030 -0.032 0.291 -0.013
H -2.130 -3.232 -2.741 0.009 0.002 0.249 -0.028
H -1.357 -3.412 -1.167 -0.295 0.362 -0.307 0.059
H -3.045 -2.891 -1.245 -0.014 0.039 -0.135 0.004
H 3.522 -2.371 -2.576 -0.129 0.108 -0.224 0.000
H 2.065 -3.415 -2.568 0.227 0.358 -0.098 -0.027
H 1.987 -1.811 -3.353 0.170 -0.073 0.064 0.000
H 4.000 -2.268 -0.094 -0.178 -0.026 0.257 0.004
H 2.939 -1.550 1.175 -0.057 -0.156 -0.275 -0.002
H 2.686 -3.239 0.643 0.104 0.129 -0.039 -0.008
H -0.628 -1.246 0.905 0.237 -0.473 -0.412 0.146
C 1.634 2.016 3.296 -0.105 0.444 -0.061 0.001
C 0.774 0.854 2.825 0.151 0.035 -0.192 0.018
C 1.165 -0.374 3.629 -0.171 -0.357 0.192 -0.008
O 1.141 0.642 1.448 -0.746 0.103 -0.265 0.006
B -0.027 0.628 0.670 -0.325 -0.882 0.616 -0.233
O -1.181 0.915 1.417 0.731 0.428 -0.079 -0.001
C -0.788 1.142 2.781 -0.213 0.227 -0.175 0.000
C -1.641 0.271 3.685 0.043 -0.343 0.167 0.000
C -1.165 2.586 3.071 0.158 0.270 0.014 -0.002
H 2.688 1.731 3.220 -0.159 0.017 -0.002 0.000
H 1.421 2.270 4.339 0.025 0.038 -0.071 0.000
H 1.475 2.902 2.664 0.084 -0.261 0.267 0.000
H 2.244 -0.547 3.535 -0.221 0.055 -0.041 0.001
H 0.947 -0.205 4.695 0.036 -0.146 -0.268 0.000
H 0.633 -1.271 3.286 0.156 0.212 0.072 0.006
H -1.378 0.476 4.731 -0.119 -0.181 -0.142 0.001
H -2.696 0.536 3.540 0.246 -0.089 0.014 0.000
H -1.515 -0.798 3.471 -0.033 0.265 0.066 0.001
H -0.644 3.270 2.390 -0.146 -0.076 0.209 0.000
H -2.244 2.695 2.915 0.215 0.028 0.022 0.000
H -0.933 2.838 4.109 -0.019 0.152 -0.101 0.000